A structure of composition C31H40AgGe2IN4O2, computed with ωB97M-V/def2-TZVPD.

Cartesian coordinates (Å):
I  -2.60  0.57  -3.23
Ag  -0.91  1.84  -1.66
Ge  1.02  -1.43  -0.52
Ge  -1.07  -2.22  0.54
O  3.25  3.87  2.60
O  1.28  0.37  -0.78
N  4.83  1.22  -0.79
N  -5.62  -0.97  0.33
N  0.21  3.06  -0.17
N  -3.35  0.85  0.36
C  -4.47  1.03  1.23
C  0.71  -3.38  -4.82
C  2.36  -1.95  0.80
C  -3.36  5.11  0.46
C  4.81  2.31  -0.03
C  4.11  -2.73  2.84
C  1.00  -2.23  -2.29
C  -1.05  4.83  1.13
C  3.65  2.86  0.46
C  2.44  2.22  0.15
C  1.05  -3.62  -2.45
C  3.86  -0.62  -1.98
C  1.21  2.90  0.60
C  3.79  -3.61  1.82
C  -5.79  0.49  0.67
C  2.46  1.03  -0.58
C  3.70  4.13  1.27
C  -0.73  -4.10  0.96
C  2.92  -3.22  0.81
C  -1.42  -1.40  2.30
C  -2.69  -2.29  -0.58
C  -2.28  5.46  1.26
C  2.68  -1.07  1.84
C  0.92  -4.19  -3.71
C  -0.94  3.82  0.18
C  0.65  -2.00  -4.67
C  -3.25  4.10  -0.50
C  -2.03  3.48  -0.61
C  0.79  -1.43  -3.41
C  3.55  -1.46  2.85
C  3.70  0.57  -1.07
H  -3.47  -2.82  -0.02
H  -2.46  -2.90  -1.46
H  -6.49  -1.40  0.01
H  4.79  -3.03  3.63
H  -3.05  -1.33  -0.97
H  -0.57  -1.62  2.95
H  3.50  4.60  3.16
H  -1.55  -0.32  2.30
H  -4.62  2.09  1.42
H  -0.56  -4.71  0.06
H  -1.64  -4.48  1.45
H  4.91  -0.68  -2.24
H  0.97  -5.27  -3.82
H  3.58  -1.56  -1.50
H  -4.26  0.56  2.20
H  -2.99  -0.10  0.27
H  -5.28  -1.49  1.12
H  3.79  -0.76  3.65
H  4.23  -4.60  1.80
H  -6.61  0.57  1.38
H  -4.08  3.85  -1.14
H  -3.46  1.25  -0.57
H  4.73  4.49  1.27
H  -4.94  -1.07  -0.41
H  -6.05  0.99  -0.26
H  0.11  -4.23  1.65
H  3.08  4.90  0.80
H  0.73  -0.35  -3.31
H  -2.29  -1.88  2.76
H  2.24  -0.07  1.88
H  -4.30  5.64  0.57
H  0.48  -1.37  -5.53
H  1.23  3.35  1.59
H  5.77  2.77  0.18
H  -2.39  6.26  1.99
H  3.27  -0.52  -2.89
H  2.70  -3.92  0.01
H  0.60  -3.83  -5.80
H  -0.20  5.13  1.73
H  1.20  -4.27  -1.59

For the LUMO energy (alpha / beta), the calculation gives -2.92 / -3.59 eV. The relative energy (zero: lowest compared OMol25 entry of this formula, charge and spin) comes out at 31.7 kcal/mol. As for the highest occupied orbital energy (alpha / beta): -10.319 / -10.736 eV. The calculation puts the HOMO-LUMO gap (alpha / beta) at 7.400 / 7.150 eV. As for the spin multiplicity: 2. The calculation puts the maximum force at 0.0127 Eh/bohr. As for the net charge: +1. The calculated total energy is -167976.5381 eV.

A structure of composition C31H61F3N6O5SSn2 in a non-equilibrium geometry, computed with ωB97M-V/def2-TZVPD.

Cartesian coordinates (Å):
Sn  5.98  3.78  -6.70
Sn  3.88  -3.66  -6.28
S  2.05  1.37  -2.00
F  2.63  2.43  0.14
F  3.18  0.38  0.21
F  4.43  1.89  -0.82
O  -5.00  4.76  -2.27
O  0.66  1.55  -1.56
O  -2.62  6.86  -6.04
O  2.30  0.05  -2.59
O  2.59  2.46  -2.87
N  -2.68  -0.11  1.95
N  4.74  -2.88  8.49
N  -3.25  4.29  -4.41
N  -0.66  9.67  -0.37
N  2.16  -6.45  -2.06
N  -3.48  -1.51  -5.23
C  -1.71  6.25  -5.19
C  -2.52  5.59  -4.08
C  0.16  -6.83  -3.57
C  -5.57  4.00  -3.38
C  1.35  -7.46  -2.81
C  2.37  -3.60  8.99
C  0.91  8.21  -0.18
C  -3.98  -1.39  3.21
C  -3.43  -2.00  -3.97
C  4.70  -1.81  9.49
C  -4.79  4.33  -4.64
C  -4.76  -1.81  -5.71
C  3.86  -3.97  8.93
C  -3.90  -0.74  2.01
C  6.12  -1.09  9.56
C  -5.91  4.61  -1.12
C  4.66  -3.35  6.06
C  1.31  -5.83  -0.98
C  4.34  -5.91  -0.99
C  -4.66  -2.62  -3.64
C  -5.54  -2.45  -4.75
C  -1.98  -0.38  3.09
C  0.65  9.42  -0.79
C  -1.87  7.68  -6.99
C  4.35  -2.33  7.16
C  -2.84  -1.16  3.92
C  3.39  -6.99  -1.51
C  -1.23  8.70  0.38
C  0.69  -6.75  0.06
C  3.23  1.50  -0.51
C  -0.32  7.73  0.42
H  2.17  -2.73  9.62
H  1.77  7.55  -0.22
H  0.65  -5.13  -1.48
H  6.39  -0.75  8.56
H  3.16  -7.70  -0.71
H  -1.02  6.96  -4.73
H  -1.81  5.14  -3.39
H  -5.84  3.56  -0.84
H  -6.56  -2.78  -4.83
H  1.98  -4.55  9.37
H  0.93  -8.22  -2.17
H  1.88  -3.42  8.04
H  0.38  -6.14  0.91
H  -6.55  4.38  -3.67
H  -2.49  -1.94  -3.43
H  5.20  -6.38  -0.50
H  3.73  -3.82  5.77
H  6.05  -0.27  10.28
H  -6.91  5.01  -1.22
H  -4.86  -1.34  -6.68
H  -2.55  8.00  -7.78
H  -0.59  -6.44  -2.88
H  -2.78  3.95  -5.23
H  1.35  -7.54  0.41
H  -2.97  3.53  -3.81
H  6.90  -1.63  10.10
H  -1.01  0.05  3.29
H  4.93  -2.69  5.23
H  -0.25  -7.19  -0.29
H  -4.60  -0.54  1.21
H  4.46  -2.21  10.47
H  -2.39  0.43  1.15
H  3.94  -1.10  9.19
H  3.98  -5.26  -0.19
H  2.00  -7.92  -3.56
H  -0.29  -7.52  -4.28
H  -2.26  8.84  0.68
H  3.94  -7.61  -2.22
H  -4.98  3.56  -5.39
H  -2.67  -1.11  -5.69
H  1.23  10.13  -1.35
H  -4.81  -3.22  -2.76
H  -1.11  7.13  -7.55
H  4.28  -4.36  9.86
H  5.51  -4.01  6.21
H  -1.19  10.50  -0.60
H  3.96  -4.80  8.23
H  -3.18  6.23  -3.48
H  3.29  -2.05  7.17
H  4.92  -1.42  6.97
H  -2.59  -1.59  4.88
H  -5.62  2.91  -3.27
H  -1.53  8.61  -6.53
H  1.87  -5.12  -0.37
H  -4.74  -2.03  3.63
H  4.79  -5.30  -1.77
H  -1.06  5.55  -5.72
H  -4.94  5.31  -5.09
H  -0.52  6.77  0.87
H  -5.45  5.23  -0.35
H  0.48  -5.94  -4.12

For the LUMO energy, the calculation gives -13.11 eV. As for the highest occupied orbital energy: -14.201 eV. The calculation puts the HOMO-LUMO gap at 1.089 eV. The calculation puts the maximum force at 0.0697 Eh/bohr. As for the net charge: +4. The calculated total energy is -82911.8397 eV.

A structure of composition AlBFH5NO3S, computed with ωB97M-V/def2-TZVPD.

Cartesian coordinates (Å):
S  -2.02  -0.46  0.60
Al  -0.44  1.22  -0.09
F  -3.53  0.14  0.82
O  1.46  -0.62  -1.82
O  -2.21  -1.43  -0.46
O  -1.69  -0.98  1.91
N  2.26  -0.36  0.42
B  1.24  -0.06  -0.54
H  0.79  -1.28  -1.99
H  2.28  0.24  1.23
H  -1.07  1.98  -1.36
H  -0.26  2.17  1.20
H  3.18  -0.57  0.08

For the LUMO energy, the calculation gives 3.38 eV. As for the highest occupied orbital energy: -4.973 eV. The calculation puts the HOMO-LUMO gap at 8.349 eV. The calculation puts the maximum force at 0.0186 Eh/bohr. As for the net charge: -1. The calculated total energy is -28543.8422 eV.

A structure of composition C24H31BrCl2CoN7O2S in a non-equilibrium geometry, computed with ωB97M-V/def2-TZVPD.

Cartesian coordinates (Å):
Br  -1.73  3.24  -0.65
Co  1.91  1.12  0.04
Cl  -1.60  0.66  -0.38
Cl  0.17  3.24  -4.72
S  4.28  1.00  0.35
O  -0.05  0.83  -0.16
O  -1.77  -0.20  2.71
N  0.97  -3.19  0.31
N  1.85  -3.19  -0.71
N  1.99  1.55  2.25
N  2.37  -2.03  -0.76
N  2.29  3.30  0.11
N  1.87  1.29  -2.28
N  1.88  -1.24  0.23
C  -0.01  1.64  -3.95
C  -6.39  0.37  -0.76
C  1.00  1.40  -3.04
C  3.63  3.63  -0.34
C  4.72  2.78  0.33
C  -1.86  0.00  1.61
C  2.29  2.95  2.56
C  -1.48  -0.17  -1.66
C  -5.63  -0.77  -0.48
C  2.93  0.59  2.84
C  0.41  -4.45  0.81
C  -1.11  -4.55  0.72
C  -4.25  -0.69  -0.41
C  -5.74  1.59  -0.96
C  -1.56  -0.36  -4.07
C  1.02  -1.98  0.88
C  -1.44  -0.93  -2.73
C  -1.03  0.84  -4.47
C  -1.82  -3.52  1.58
C  4.30  0.61  2.14
C  -4.36  1.58  -0.87
C  -3.58  0.53  -0.59
C  1.88  3.86  1.39
C  -1.59  -4.47  -0.72
H  -2.15  -0.92  -4.78
H  -6.12  -1.73  -0.32
H  5.65  2.88  -0.23
H  4.99  1.31  2.62
H  -1.43  1.24  -5.39
H  -1.34  -5.55  1.11
H  0.74  -4.58  1.84
H  3.09  0.78  3.91
H  1.61  3.58  -0.60
H  -1.13  -5.24  -1.35
H  1.76  3.28  3.47
H  -3.69  -1.60  -0.18
H  3.65  3.45  -1.42
H  -1.35  -3.50  -1.15
H  -1.72  -2.52  1.16
H  -2.89  -3.74  1.65
H  -1.42  -3.49  2.60
H  1.06  1.33  2.59
H  2.49  -0.40  2.73
H  0.79  3.95  1.37
H  2.31  4.86  1.56
H  0.43  -1.67  1.73
H  3.87  4.69  -0.16
H  4.91  3.10  1.35
H  3.35  3.04  2.76
H  -2.67  -4.60  -0.78
H  4.75  -0.38  2.20
H  -7.47  0.32  -0.82
H  -6.29  2.50  -1.18
H  -1.39  -2.01  -2.63
H  0.88  -5.22  0.20

For the LUMO energy (alpha / beta), the calculation gives 2.06 / 2.06 eV. The relative energy (zero: lowest compared OMol25 entry of this formula, charge and spin) comes out at 349.0 kcal/mol. As for the highest occupied orbital energy (alpha / beta): -2.648 / -2.772 eV. The calculation puts the HOMO-LUMO gap (alpha / beta) at 4.709 / 4.833 eV. As for the spin multiplicity: 4. The calculation puts the maximum force at 0.1046 Eh/bohr. As for the net charge: -1. The calculated total energy is -183452.2312 eV.

The ion C8H13N2 with charge +1 in a non-equilibrium geometry, computed with ωB97M-V/def2-TZVPD.

Cartesian coordinates (Å):
N  1.71  0.76  -0.87
N  -1.76  0.65  0.03
C  -2.79  -0.44  0.19
C  0.39  0.70  -1.30
C  3.92  0.24  -0.04
C  4.63  -0.55  0.78
C  2.58  -0.14  -0.57
C  -0.78  0.38  -0.71
C  -2.08  1.90  0.63
C  -2.30  -1.88  -0.15
H  2.29  -1.14  -0.46
H  -3.08  -0.57  1.20
H  4.10  -1.44  0.93
H  5.62  -0.35  1.27
H  -2.94  2.28  0.22
H  -3.74  -0.12  -0.20
H  -3.13  -2.60  0.22
H  0.36  0.94  -2.30
H  -2.11  -1.98  -1.18
H  -1.45  -2.14  0.48
H  -2.35  1.75  1.76
H  -1.24  2.56  0.54
H  4.15  1.20  -0.47

For the LUMO energy (alpha / beta), the calculation gives -4.43 / -7.36 eV. The relative energy (zero: lowest compared OMol25 entry of this formula, charge and spin) comes out at 139.8 kcal/mol. As for the highest occupied orbital energy (alpha / beta): -9.408 / -12.807 eV. The calculation puts the HOMO-LUMO gap (alpha / beta) at 4.978 / 5.442 eV. As for the spin multiplicity: 3. The calculation puts the maximum force at 0.1139 Eh/bohr. As for the net charge: +1. The calculated total energy is -11472.4420 eV.

The ion C4H8NOS with charge +1 in a non-equilibrium geometry, computed with ωB97M-V/def2-TZVPD.

Cartesian coordinates (Å):
S  2.07  -1.03  -0.17
O  -0.25  -0.92  1.26
N  -0.37  -0.33  -1.04
C  0.50  -0.15  0.18
C  0.65  1.29  0.59
C  -1.42  -1.28  -0.62
C  -1.27  -1.54  0.68
H  -1.87  -2.17  1.31
H  1.27  1.83  -0.12
H  1.12  1.34  1.57
H  2.65  -0.74  0.99
H  -2.15  -1.62  -1.33
H  0.18  -0.71  -1.82
H  -0.33  1.77  0.68
H  -0.78  0.56  -1.34

For the LUMO energy, the calculation gives -3.55 eV. The relative energy (zero: lowest compared OMol25 entry of this formula, charge and spin) comes out at 16.9 kcal/mol. As for the highest occupied orbital energy: -14.132 eV. The calculation puts the HOMO-LUMO gap at 10.582 eV. Its SMILES is C[C@]1(S)[NH2+]C=CO1. The calculation puts the maximum force at 0.0418 Eh/bohr. As for the net charge: +1. The calculated total energy is -18642.5151 eV.